{"formula": "C39H59GeHfN4O3S2Si", "method": "ωB97M-V with the def2-TZVPD basis set", "elements": ["H", "C", "H", "H", "C", "H", "H", "H", "N", "H", "S", "H", "H", "H", "H", "C", "C", "C", "H", "H", "C", "C", "H", "C", "C", "C", "O", "C", "H", "H", "Si", "H", "H", "H", "H", "H", "H", "H", "H", "H", "C", "N", "C", "H", "C", "C", "H", "C", "C", "C", "H", "H", "H", "C", "Hf", "H", "C", "C", "C", "N", "C", "H", "N", "C", "H", "H", "H", "H", "C", "H", "H", "C", "C", "Ge", "H", "O", "C", "H", "H", "H", "O", "C", "H", "C", "H", "H", "C", "H", "C", "H", "C", "H", "H", "C", "C", "C", "C", "S", "H", "H", "H", "C", "H", "H", "H", "H", "H", "H", "C", "H"], "xyz": [[-4.2745, 1.3087, 0.2135], [0.8642, 2.2002, 1.8136], [0.2685, 3.4300, -4.9979], [5.0263, 0.1680, 0.0017], [-1.6731, -2.3462, -3.2974], [-0.5506, 3.5353, -2.1395], [0.5087, 0.4526, 4.2215], [4.6801, 4.7126, 1.3582], [-1.0330, 0.8784, 2.0323], [-0.3766, -3.5935, 4.4146], [1.1599, -1.8607, 0.7209], [2.5681, 4.1466, 2.5495], [5.2966, 3.3849, -0.6687], [-2.7544, -3.6281, 0.8448], [3.0185, 2.0459, -3.9989], [1.0862, 2.5744, -3.1873], [2.5317, 2.9195, -3.5594], [-1.1454, -4.0407, 3.8035], [-3.9328, -5.6073, 1.6612], [1.7194, -2.3258, 3.0557], [4.5565, -0.8123, 0.0004], [-2.3138, 2.1386, -0.1860], [4.5957, -0.9915, -3.4707], [-1.2477, 1.3506, 3.3657], [0.5224, 3.6546, -2.2561], [-2.3589, 2.1503, 3.6179], [2.7314, -0.5222, -1.5641], [0.2758, 2.4723, -4.4839], [-4.8753, 1.1482, -2.0107], [-0.7526, 2.1812, -4.2975], [-0.6113, -1.8908, 2.0578], [5.9517, -1.2055, -2.3574], [-4.7642, 2.8928, -2.1748], [-3.3642, -6.5820, 3.8570], [3.7986, 1.5837, -1.4235], [-2.4404, -2.1399, -2.5578], [-1.9535, -3.2591, -3.8128], [-1.9316, 2.6523, 6.9344], [-3.0441, 2.3950, 2.8226], [3.1333, -3.0607, -0.7775], [-2.8328, -5.7168, 3.4933], [-1.6149, 0.9316, -0.7137], [2.0523, 2.5645, 1.1871], [-1.0238, -3.1398, -0.6862], [-1.6824, -0.3273, 1.5813], [-3.0604, -1.0545, 4.0836], [2.5329, 3.7150, -4.3008], [0.6014, -3.1806, -3.7261], [-1.4561, -3.4806, 2.5617], [-4.2222, 2.0059, -1.8506], [-0.8677, -4.4482, -1.8450], [-1.5727, -1.1402, -0.4475], [5.1493, 0.3568, -2.4631], [4.3875, 3.1741, -0.1321], [0.9018, 0.4346, -0.6028], [0.7389, 1.7325, -5.1371], [3.5577, 2.1710, -0.5498], [-1.7392, 2.2943, 5.9357], [-2.0212, -0.2740, 0.0524], [2.4050, 1.8297, 0.0659], [-2.5980, 2.6171, 4.8994], [1.5709, -0.5587, 2.7704], [0.1788, 1.1267, 1.3724], [4.0373, 3.9198, 1.0139], [-2.7063, -0.1658, -2.1738], [3.0953, 3.2616, -2.6963], [4.8122, -3.1780, -1.3120], [0.7108, 4.6409, -2.6722], [3.8579, -2.6942, -1.5004], [-3.4569, 3.2422, 5.0864], [0.6018, -2.5742, -4.6330], [-0.6254, 1.5090, 5.6853], [-2.9642, 1.8451, -2.6991], [1.7489, -0.4559, -3.2656], [-3.5221, -0.3286, 4.7468], [1.0074, 1.3091, -2.4770], [-2.0884, 0.7313, -2.1292], [-3.2360, 1.5587, -3.7167], [0.9992, 3.5963, -1.2754], [-1.9961, -1.1058, 4.2819], [0.2629, -1.2788, -2.1884], [-0.2928, -2.5442, -2.6600], [-1.2174, 0.5837, -2.7718], [-0.4078, -3.5298, -1.4931], [-2.0912, 2.2518, 0.8699], [5.2978, -1.5425, 0.3137], [-3.1522, -5.1691, 2.2603], [-3.5185, -2.0307, 4.2149], [1.1768, -1.5399, 2.5467], [-1.6356, -1.5400, -4.0292], [2.8778, 3.6143, 1.6623], [-1.5807, -5.5641, 5.2253], [0.5073, 2.7685, 2.6601], [-3.8342, 2.1194, -0.3680], [-1.8295, -5.1487, 4.2624], [-2.4776, -4.0541, 1.7972], [4.9885, -0.7189, -2.4872], [-3.3534, -0.5253, 2.3740], [-2.4376, 2.7954, -2.7660], [3.7414, -0.8152, 0.7289], [0.5725, -3.7670, -1.0896], [-0.3740, 1.0444, 4.4066], [0.2228, -4.1675, -3.9729], [-4.2173, 3.0477, 0.0544], [3.5348, -2.9630, -2.5060], [0.0516, 1.2563, 6.4850], [1.6200, -3.2879, -3.3600], [-3.1127, -0.3886, -0.0179], [4.0192, -1.1768, -1.3927], [-1.9007, 3.0109, -0.6931]], "atomic_forces_ev_per_a": [[-0.0419, 0.0709, 0.0777], [-0.5058, -0.4203, 0.1743], [0.0492, 0.0539, -0.0255], [0.0008, 0.0415, 0.0705], [0.3886, 0.2200, 0.1907], [-0.0990, 0.0075, 0.0226], [0.0528, -0.0617, -0.0126], [0.0477, 0.1065, 0.1026], [0.3258, 0.0164, -0.1863], [0.1516, 0.0044, 0.1504], [-0.3498, -0.3221, 0.2985], [-0.0291, 0.0556, 0.0370], [0.0921, -0.0215, -0.1279], [-0.0710, 0.0560, -0.1354], [0.1376, 0.0510, -0.0635], [-0.0760, 1.0114, -0.4661], [-0.2094, -0.3474, 0.2304], [0.1230, 0.2151, -0.2306], [-0.1264, -0.0692, -0.0879], [0.0417, -0.1372, 0.0429], [-0.2681, 0.0187, -0.2745], [-0.0543, 0.5897, 0.3803], [0.1310, -0.0017, -0.0189], [0.2052, 0.2776, 0.2290], [0.0864, -0.4461, -0.1742], [0.2009, 0.0189, -0.0288], [-1.2313, 0.7366, -0.4738], [0.1639, -0.2653, 0.4051], [-0.0564, -0.0215, -0.0204], [-0.1459, -0.0468, 0.0556], [0.3614, 0.1332, 0.0360], [0.0523, -0.0586, 0.0079], [-0.1074, -0.0514, -0.0051], [-0.0640, -0.0891, 0.0226], [-0.0060, 0.0564, 0.0783], [-0.0916, 0.0628, 0.0811], [-0.0576, -0.1170, -0.0702], [-0.0283, 0.0641, 0.0994], [-0.0248, 0.0382, -0.1094], [-0.0358, -0.0808, 0.0297], [0.1000, 0.0809, 0.0092], [0.2697, -0.2540, 0.0028], [0.5940, 0.1482, -0.1803], [-0.0969, 0.0317, 0.0200], [-0.3960, -0.6928, 0.5113], [-0.2067, -0.0218, -0.2916], [-0.0056, 0.0187, -0.0424], [0.0177, 0.5044, 0.2118], [0.2761, 0.4783, -0.2733], [0.0982, 0.1225, -0.1161], [-0.0649, -0.1217, -0.0571], [-0.1427, 0.1383, -0.0510], [0.0327, 0.1066, 0.0008], [-0.3445, -0.2039, 0.0889], [-0.8011, -0.9865, -0.1295], [-0.0299, -0.0036, -0.1624], [0.7558, 0.1228, -0.4127], [0.0399, -0.0595, 0.0294], [-0.3860, -0.3525, 0.2202], [-0.5494, 0.4340, 0.8312], [-0.0807, 0.0194, 0.0334], [-0.1453, 0.0616, 0.0969], [0.4784, 1.1745, 0.4781], [-0.0358, -0.1231, -0.1534], [0.1646, -0.0554, 0.0719], [0.0623, -0.0042, -0.0343], [0.0724, -0.0463, -0.0225], [0.0203, 0.0715, -0.0339], [-0.2918, 0.3634, -0.0469], [-0.1113, 0.0465, 0.0147], [0.0411, -0.1008, -0.1229], [0.0177, 0.0193, 0.0092], [-0.1701, -0.0910, 0.2468], [-0.1568, -0.3733, 0.0583], [0.1166, 0.0703, 0.0776], [0.2997, -0.9191, 0.1808], [0.0520, 0.0534, -0.7794], [0.0931, 0.0029, -0.0247], [0.0327, 0.0936, -0.0009], [0.0890, -0.0158, 0.2115], [1.0015, 1.1877, -0.2458], [-0.4130, -0.7676, -0.0214], [-0.2730, -0.1331, 0.1728], [0.1271, 0.3250, -0.2299], [0.1077, -0.0153, -0.1788], [0.0676, -0.0421, 0.0095], [-0.0213, 0.0203, -0.0598], [0.0635, -0.0532, 0.0563], [-0.6480, -0.0669, -0.0244], [-0.0874, 0.0438, -0.0427], [-0.3052, -0.2572, -0.0240], [0.0167, -0.0828, 0.1217], [-0.0129, -0.0170, 0.0222], [0.2218, -0.0689, -0.1338], [-0.0311, -0.1115, 0.1190], [0.1561, 0.1018, 0.0773], [-0.4878, 0.0562, 0.0818], [0.3829, -0.2026, -0.5625], [0.0989, 0.0177, -0.0789], [0.1180, -0.0348, 0.0153], [0.0786, -0.0936, 0.0223], [-0.0443, -0.0262, -0.1419], [-0.0051, -0.0807, -0.0587], [0.0124, -0.0050, 0.1070], [-0.0051, -0.1021, -0.0411], [0.0934, -0.0161, 0.1152], [0.1448, -0.0936, -0.0087], [0.2203, -0.0876, -0.2232], [0.7574, -0.3806, 0.3399], [0.0249, -0.1003, 0.0343]], "lowdin_spin": [0.000, 0.167, 0.000, 0.001, 0.000, 0.000, 0.001, 0.003, 0.037, 0.000, 0.005, -0.001, 0.001, 0.000, 0.000, 0.001, 0.002, 0.000, 0.000, 0.000, 0.003, 0.002, 0.000, 0.004, 0.001, 0.002, 0.002, 0.000, 0.000, 0.000, 0.002, 0.000, 0.000, 0.000, 0.001, 0.000, 0.000, 0.000, 0.000, 0.000, 0.000, 0.004, 0.096, 0.000, 0.002, 0.000, 0.000, 0.000, 0.001, 0.000, 0.000, 0.000, 0.000, 0.047, 0.150, 0.000, 0.058, 0.001, 0.001, 0.087, 0.000, 0.001, 0.166, 0.083, 0.000, 0.001, 0.000, 0.000, 0.000, 0.000, 0.000, 0.001, 0.000, 0.001, 0.000, 0.007, 0.002, 0.000, 0.001, 0.000, 0.003, 0.000, 0.000, 0.000, 0.000, 0.000, 0.000, 0.000, 0.005, 0.000, 0.034, 0.000, 0.007, 0.000, 0.000, 0.000, 0.000, -0.001, 0.000, 0.001, 0.000, 0.003, 0.000, 0.000, 0.000, 0.000, 0.000, 0.000, 0.000, 0.000], "lumo_energy_ev": [-5.057, -6.124], "s_squared": 0.763, "charge": 2, "orbital_gap_ev": [6.515, 6.805], "e_tot_ev": -140865.706, "max_force_ev_per_a": 1.573, "spin_multiplicity": 2}